1.
62
Properties=species:S:1:pos:R:3:forces:R:3 method="wB97M-V/def2-TZVPD" total_charge=-1 orbital_gap_ev="5.690 / 5.741" s_squared=0.7760 e_homo_ev="-4.301 / -4.446" de_lowest_kj_mol=15.0 spin_multiplicity=2
Tc 0.412308 -0.085720 0.085541 -0.7 0.5 -0.1
Se 2.387808 -0.256025 1.390788 0.2 -0.1 0.0
Te 1.795852 -0.577970 3.822742 0.0 0.0 0.0
Te -0.214699 1.263062 3.890590 0.0 0.0 -0.1
Se -0.569404 1.608327 1.399408 0.1 -0.1 0.2
C -0.705885 2.787992 -2.244234 0.1 0.1 0.1
Se -1.457253 1.065669 -1.762223 0.2 -0.1 0.0
C -3.080126 1.874024 -1.009135 0.0 0.0 0.0
C -4.230941 0.898211 -0.867554 0.0 0.0 0.0
Se -3.962212 -0.425924 0.541187 -0.1 0.0 0.0
C -3.300259 -1.888288 -0.555279 -0.1 0.0 0.0
H -0.568301 3.392876 -1.350221 0.0 0.0 0.0
H -1.382311 3.278913 -2.940375 0.0 0.0 0.0
H 0.247405 2.585836 -2.724013 -0.1 0.0 0.1
H -3.341149 2.658305 -1.724465 0.0 0.0 0.0
H -2.846824 2.339479 -0.051173 0.0 0.0 0.0
H -4.433490 0.375472 -1.802504 0.0 0.0 0.0
H -5.133096 1.446899 -0.592443 0.0 0.0 0.0
H -4.118999 -2.376962 -1.077380 0.0 0.0 0.0
H -2.804813 -2.577835 0.124721 0.0 0.0 0.0
H -2.555041 -1.525812 -1.257412 0.0 0.0 0.0
C -1.365707 -2.805583 5.041066 0.0 0.0 0.0
Si -1.925240 -3.195162 3.295104 0.0 0.0 0.0
C -3.784153 -2.951176 3.203648 0.0 0.0 0.0
C -1.528316 -4.988181 2.909263 0.0 0.0 0.0
C -1.101027 -2.112774 2.099424 0.1 0.1 0.0
C -0.542441 -1.332281 1.343862 0.0 -0.1 0.1
H -1.872012 -3.449545 5.766000 0.0 0.0 0.0
H -1.590333 -1.764776 5.286456 0.0 0.0 0.0
H -0.288623 -2.945911 5.143557 0.0 0.0 0.0
H -4.296759 -3.600111 3.919175 0.0 0.0 0.0
H -4.169888 -3.178405 2.206783 0.0 0.0 0.0
H -4.046572 -1.915635 3.430320 0.0 0.0 0.0
H -2.010894 -5.663996 3.620425 0.0 0.0 0.0
H -0.450579 -5.158634 2.950118 0.0 0.0 0.0
H -1.866260 -5.249806 1.904121 0.0 0.0 0.0
O -0.373538 -3.263361 -2.817126 0.0 0.0 0.0
C -0.184183 -2.430027 -1.989351 0.0 -0.1 0.1
N 0.001800 -1.620672 -1.147607 0.3 0.0 -0.2
C 7.072268 -0.249409 -5.076439 0.0 0.0 0.0
C 5.737306 -0.055893 -4.407539 0.0 0.0 0.0
C 5.210483 -1.024008 -3.565967 0.0 0.0 0.0
C 3.971257 -0.865456 -2.950886 0.0 -0.1 0.1
C 3.449177 -1.932637 -2.026642 0.0 0.0 0.0
C 3.238997 0.290832 -3.208070 0.0 0.1 0.0
C 3.742349 1.278873 -4.058317 0.0 0.0 0.0
C 2.960597 2.535890 -4.336017 0.0 0.0 0.0
C 4.990783 1.094880 -4.637265 0.0 0.0 0.0
C 1.880706 0.472069 -2.574451 0.1 -0.3 0.1
O 0.880624 0.569382 -3.274005 0.1 0.0 -0.1
O 1.904030 0.506227 -1.281520 0.0 0.0 0.0
H 7.637788 -1.050821 -4.600529 0.0 0.0 0.0
H 7.671613 0.661605 -5.033084 0.0 0.0 0.0
H 6.948886 -0.509956 -6.130486 0.0 0.0 0.0
H 5.776617 -1.930860 -3.376360 0.0 0.0 0.0
H 3.930806 -2.887864 -2.237570 0.0 0.0 0.0
H 2.370222 -2.062191 -2.120717 0.1 0.0 0.0
H 3.644926 -1.671183 -0.984747 0.0 0.0 0.0
H 2.671622 3.030169 -3.405944 0.0 0.0 0.0
H 2.043115 2.309428 -4.878876 0.0 0.0 0.0
H 3.557237 3.236628 -4.921018 0.0 0.0 0.0
H 5.390025 1.869193 -5.285756 0.0 0.0 0.0

2.
65
Properties=species:S:1:pos:R:3:forces:R:3 method="wB97M-V/def2-TZVPD" orbital_gap_ev=10.739 e_homo_ev=-10.715 de_lowest_kj_mol=364.0 spin_multiplicity=1
C -2.216506 4.288493 4.899914 -1.3 0.5 -0.7
C -3.381556 4.992473 4.063424 2.8 -0.3 -0.4
C -3.893856 4.158093 2.878324 0.2 -0.3 0.9
O -5.183486 3.806343 3.329804 -0.9 -0.2 -0.6
C -5.558276 4.562063 4.353504 -3.1 0.7 1.9
O -6.719116 4.625943 4.766984 3.5 -0.1 -0.9
O -4.481036 5.248093 4.873324 -2.2 -1.0 0.2
H -1.339586 3.956853 4.343934 0.0 0.7 -0.4
H -2.590976 3.332193 5.265114 -0.4 0.1 0.3
H -1.940526 4.937643 5.730894 0.1 -0.2 0.0
H -3.179586 5.981053 3.651094 1.1 -0.1 0.2
H -3.401176 3.196413 2.735024 0.4 0.4 -0.2
H -3.922816 4.781323 1.984544 -0.2 -0.4 -0.2
C 3.846954 5.599013 2.633494 -1.3 0.5 -0.4
C 3.293964 6.769743 1.770144 -1.0 -1.1 -0.7
C 1.898804 6.539693 1.043254 3.4 -1.2 -0.1
O 1.372754 7.858943 0.954444 -0.5 -2.4 -2.5
C 1.825654 8.505823 1.960234 -0.5 2.6 4.2
O 1.290314 9.512213 2.395164 1.9 -1.7 -0.7
O 2.837924 7.776753 2.588284 -0.5 3.4 1.6
H 3.157134 5.631173 3.476814 0.2 -0.3 0.3
H 4.872604 5.652563 2.998554 -0.1 0.4 -0.3
H 3.690024 4.630613 2.158434 0.1 0.1 -0.2
H 3.981314 7.204493 1.044444 0.4 -0.2 -0.1
H 1.326734 5.881833 1.697514 -0.5 0.0 -0.5
H 2.314124 6.147683 0.114854 -1.6 -0.2 -0.5
C 4.120094 -6.143657 -9.016716 0.1 -0.2 -1.1
C 3.099944 -6.610097 -10.072196 -1.3 1.8 1.5
C 3.012644 -5.613987 -11.285306 0.0 -1.8 0.5
O 3.007004 -6.569977 -12.398196 0.1 1.7 1.0
C 3.297824 -7.793267 -11.933356 0.6 -2.7 -2.7
O 3.589224 -8.697277 -12.699936 -0.6 1.5 1.8
O 3.179794 -7.925517 -10.601946 0.9 1.0 -0.3
H 4.317884 -6.804997 -8.173146 -0.1 -0.2 -0.3
H 3.731304 -5.208857 -8.612886 -0.1 0.1 0.0
H 5.024714 -5.889637 -9.569196 0.4 -0.2 0.4
H 2.123804 -6.513907 -9.596796 -0.1 -0.5 0.1
H 3.843704 -4.909347 -11.315536 0.2 -0.3 -0.4
H 2.087574 -5.044227 -11.197416 0.0 -0.2 -0.6
C -5.356536 -4.569117 6.406714 0.3 1.1 0.2
C -4.182656 -3.747367 5.922044 1.1 -2.4 0.0
C -4.437396 -2.325877 5.583774 -0.7 0.0 -0.7
O -3.636366 -1.579417 6.490184 0.0 1.0 -0.3
C -3.040436 -2.409507 7.346884 -0.1 -1.3 2.3
O -2.554136 -2.202977 8.425994 0.1 1.2 -1.2
O -3.202916 -3.677767 6.955864 0.0 -0.5 -0.4
H -5.864316 -3.923417 7.123184 -0.5 -0.3 0.1
H -4.979236 -5.452447 6.921964 -0.3 -0.1 -0.3
H -5.984396 -4.753477 5.534994 -0.2 -0.4 0.3
H -3.724256 -4.316607 5.113384 0.2 0.2 -0.2
H -5.500196 -2.155547 5.755674 0.1 0.7 0.0
H -4.188456 -2.167257 4.534504 0.1 0.7 0.2
C 3.307794 -1.599657 -2.704256 -1.2 0.1 0.9
C 1.906854 -1.061867 -2.286466 1.3 -0.3 1.1
C 1.015654 -2.193217 -1.782426 -1.0 1.9 -0.7
O 0.189044 -1.491357 -0.790986 0.9 -1.1 -1.3
C 0.986254 -0.548107 -0.248116 -1.8 0.0 4.7
O 0.725854 -0.222567 0.941354 1.8 0.1 -4.5
O 1.981894 -0.195657 -1.069976 0.0 -0.3 -0.4
H 3.442324 -2.504797 -2.112036 0.4 0.0 0.0
H 4.112224 -0.906877 -2.457176 -0.1 0.0 -0.4
H 3.260104 -1.903027 -3.750096 0.3 0.3 0.0
H 1.424204 -0.516827 -3.097686 0.0 0.3 0.3
H 1.547914 -3.028477 -1.327306 -0.2 0.0 -0.1
H 0.415894 -2.399567 -2.668886 -0.4 -1.0 0.5

3.
65
Properties=species:S:1:pos:R:3:forces:R:3 method="wB97M-V/def2-TZVPD" orbital_gap_ev=10.825 e_homo_ev=-10.661 de_lowest_kj_mol=484.7 spin_multiplicity=1
C 0.144904 0.321807 -1.228531 -1.3 -0.9 0.3
C -0.716206 1.553311 -1.228379 1.2 0.5 -0.8
C -2.209226 1.363714 -1.238913 -0.6 0.5 -1.1
O -2.732728 2.106779 -0.180437 2.1 2.2 1.9
C -1.659315 2.808781 0.426944 -0.6 -2.6 5.2
O -1.806014 3.263196 1.584181 0.9 -0.3 -5.0
O -0.422813 2.370973 -0.092082 -2.7 1.3 0.7
H -0.431168 -0.541246 -0.894825 0.0 0.0 0.7
H 0.969747 0.478103 -0.533321 0.4 -0.2 -0.8
H 0.272120 0.021941 -2.268718 1.2 0.3 0.0
H -0.406296 2.135455 -2.096232 -0.1 0.2 -0.1
H -2.499697 0.319334 -1.124923 -0.2 0.1 -0.3
H -2.620951 1.923617 -2.078608 -0.1 -1.1 -0.8
C 4.200431 3.834285 1.113816 1.3 -0.8 2.0
C 4.317580 4.446481 2.612805 0.0 0.0 -2.7
C 5.574956 4.122800 3.398042 -0.2 -2.4 1.0
O 6.244842 5.334204 3.730396 0.7 -1.3 1.3
C 5.721552 6.299294 3.030487 -1.9 -1.8 -0.8
O 6.071619 7.405538 2.943301 0.6 2.1 -0.1
O 4.659847 5.748072 2.373153 -1.1 4.6 -1.6
H 3.769870 4.387320 0.279023 -0.3 0.6 0.8
H 3.762338 2.836214 1.118438 0.0 -0.1 0.1
H 5.268582 3.748519 0.914324 0.0 -0.3 -0.6
H 3.352065 4.408362 3.117193 0.2 -0.2 0.4
H 6.295633 3.539632 2.824765 -0.2 -0.3 0.1
H 5.211156 3.614122 4.290787 0.9 -0.1 0.3
C -7.222573 -6.774465 -3.954458 1.4 -0.2 0.2
C -5.900441 -6.228318 -3.256049 -2.2 -3.5 -2.2
C -4.722414 -6.048297 -4.236123 -0.9 -1.7 0.0
O -4.321892 -4.718102 -4.076084 -0.7 1.6 1.5
C -5.196650 -4.112632 -3.140984 0.7 2.3 1.5
O -5.106400 -3.002466 -2.604044 0.1 -3.7 -2.6
O -6.177375 -4.997468 -2.837309 0.2 4.0 1.5
H -7.535939 -6.128054 -4.774252 0.2 0.0 0.0
H -8.073069 -6.902606 -3.284879 0.3 0.2 0.3
H -6.956758 -7.762329 -4.330713 -0.2 -0.1 -0.3
H -5.745010 -6.924266 -2.431681 0.6 0.2 0.2
H -5.069055 -6.263139 -5.246964 0.1 0.4 -0.2
H -3.957196 -6.793179 -4.017709 0.5 0.5 0.1
C 1.251094 6.817606 5.164469 -0.6 -0.8 -1.0
C 0.962007 5.726370 6.156823 -2.5 0.8 0.1
C 0.549061 4.332930 5.690821 -0.6 -0.3 -1.1
O 1.527012 3.479211 6.213500 1.7 0.1 1.9
C 2.412882 4.202520 7.024176 2.1 -1.6 -1.1
O 3.420014 3.701136 7.535165 -3.6 2.0 -1.2
O 2.082892 5.522039 6.894199 3.6 -2.0 2.3
H 1.919838 7.514489 5.669666 -0.2 0.3 -0.5
H 0.326948 7.217682 4.747333 -0.1 0.6 0.6
H 1.647914 6.391287 4.243118 0.9 0.0 0.2
H 0.273369 6.104687 6.912313 -0.7 0.1 -0.3
H 0.581204 4.196054 4.609934 0.0 0.3 -0.2
H -0.430501 3.965318 5.996448 -0.1 0.4 0.3
C 1.675018 -4.740942 -4.876265 0.1 -0.2 0.5
C 0.371198 -5.082762 -4.129328 1.2 -0.5 -5.1
C 0.247459 -6.582444 -3.860806 0.5 1.1 -0.6
O 0.056631 -6.505190 -2.490310 -0.7 -0.4 3.1
C 0.081274 -5.193854 -1.983019 0.9 -1.2 5.0
O 0.024204 -4.839062 -0.784809 -0.4 -1.9 -4.6
O 0.418503 -4.424973 -2.958776 -0.6 2.5 1.0
H 2.537754 -4.932772 -4.238297 -0.1 -0.7 0.2
H 1.845215 -3.676040 -5.034729 -0.7 0.0 -0.7
H 1.744488 -5.378834 -5.757381 0.2 0.5 -0.2
H -0.479947 -4.811208 -4.753775 -0.2 0.7 0.2
H 1.152813 -7.072814 -4.218536 0.4 -0.3 0.9
H -0.546402 -7.125722 -4.373373 -0.5 0.4 0.2